[1]
Computed, not measured: a 2-piece molecular cluster, C5H13NO3 overall at a distorted geometry, with ωB97M-V/def2-TZVPD.

Atoms and positions in Å:
C 0.607 -0.867 -0.551
C 0.134 -2.007 0.348
C 0.593 -1.268 -2.027
C -0.273 0.405 -0.363
O 0.326 1.468 -1.055
O -1.544 0.233 -0.588
H -0.376 2.122 -1.181
H 1.624 -0.573 -0.274
H 0.191 -1.738 1.402
H 0.931 -0.449 -2.660
H 1.250 -2.126 -2.187
H -0.901 -2.261 0.119
H 0.751 -2.892 0.180
H -0.419 -1.543 -2.330
C 0.890 1.429 1.655
N -2.097 1.776 0.797
O -0.236 0.755 1.118
H -2.113 1.482 1.775
H -2.874 1.275 0.366
H 1.300 2.177 0.978
H 1.666 0.695 1.896
H 0.568 1.906 2.582

Atoms 1-3, force components in eV/Å:
-0.30 0.21 -0.10
0.03 0.11 -0.07
0.04 0.00 0.12

Computed properties:
Kohn-Sham gap (alpha / beta) (eV): 8.2 / 8.2
Net charge: 0
E_HOMO (alpha / beta) (eV): -9.967 / -9.961
Strongest force on any atom (eV Å⁻¹): 1.46

***

[2]
Computed, not measured: a 2-piece molecular cluster, C5H13NO3 overall at a distorted geometry, with ωB97M-V/def2-TZVPD.

Atoms and positions in Å:
C 0.383 0.590 -1.204
C -0.369 -0.739 0.798
C -0.912 -0.609 -0.534
C 0.985 1.688 -0.360
C -0.781 0.235 1.867
N 0.791 -1.426 1.019
O 1.447 -0.206 -1.694
O -0.335 1.116 -2.293
O -1.873 -1.966 0.727
H 1.079 -0.716 -2.432
H 0.173 1.851 -2.678
H -1.432 -2.821 0.838
H 1.192 -1.907 0.225
H 1.468 -1.007 1.640
H -0.730 -1.408 -1.245
H -1.819 -0.029 -0.633
H 0.210 2.340 0.045
H 1.642 2.319 -0.974
H 1.610 1.287 0.440
H 0.068 0.727 2.346
H -1.456 1.000 1.480
H -1.342 -0.318 2.623

Atoms 1-3, force components in eV/Å:
-1.94 -1.55 -0.45
-2.25 -2.20 0.47
4.18 4.16 -2.07

Computed properties:
Kohn-Sham gap (eV): 8.5
Net charge: 0
E_HOMO (eV): -7.912
Strongest force on any atom (eV Å⁻¹): 6.25

***

[3]
Computed, not measured: one molecule with the formula C5H13NO3S at a distorted geometry, with ωB97M-V/def2-TZVPD.

Atoms and positions in Å:
C 0.338 -0.179 -1.943
C 0.904 1.323 0.159
C -0.547 0.169 1.738
C 1.479 -0.849 0.945
C -0.323 -0.549 -0.661
N 0.423 0.049 0.553
O -2.122 1.305 -0.118
O -2.523 -0.163 -2.110
O -2.682 -1.224 0.082
S -2.126 -0.086 -0.695
H 0.249 0.855 -2.218
H 1.363 -0.613 -2.137
H -0.340 -0.751 -2.675
H 1.711 1.193 -0.564
H 0.129 1.983 -0.120
H 1.220 1.834 1.153
H -1.131 -0.770 1.716
H 0.129 0.321 2.636
H -1.304 0.936 1.581
H 1.255 -1.593 1.757
H 1.879 -1.291 0.142
H 2.384 -0.253 1.160
H -0.366 -1.647 -0.382

Atoms 1-3, force components in eV/Å:
-0.46 -2.86 -2.22
2.28 2.49 2.84
0.87 -0.64 0.91

Computed properties:
Kohn-Sham gap (eV): 9.4
Structure (SMILES): C[C@@H]([N+](C)(C)C)S(=O)(=O)[O-]
Net charge: 0
E_HOMO (eV): -9.233
Strongest force on any atom (eV Å⁻¹): 4.41

***

[4]
Computed, not measured: a 2-piece molecular cluster, C5H13NO4 overall at a distorted geometry, with ωB97M-V/def2-TZVPD.

Atoms and positions in Å:
C -0.784 -0.086 1.852
C 1.236 -1.422 1.007
N -2.143 -0.242 1.565
O 0.027 -0.816 0.626
O -0.382 1.186 1.895
H -0.559 1.594 0.922
H -0.484 -0.643 2.750
H -2.408 0.296 0.748
H -2.412 -1.211 1.459
H 1.050 -2.271 1.678
H 1.896 -0.714 1.525
H 1.720 -1.810 0.107
C -0.959 -0.439 -2.419
C 1.745 1.359 -0.686
C 0.352 0.902 -1.011
O 0.324 0.067 -2.044
O -0.655 1.505 -0.615
H -1.649 0.381 -2.619
H -1.343 -1.068 -1.614
H -0.792 -1.034 -3.313
H 2.476 0.628 -1.015
H 1.920 2.313 -1.184
H 1.823 1.526 0.386

Atoms 1-3, force components in eV/Å:
0.90 -1.20 -1.31
-0.28 0.02 0.36
-0.33 -0.11 0.01

Computed properties:
Kohn-Sham gap (eV): 10.2
Structure (SMILES): CO[C@H](N)O.COC(C)=O
Net charge: 0
E_HOMO (eV): -9.375
Strongest force on any atom (eV Å⁻¹): 2.31

***

[5]
Computed, not measured: one molecule with the formula C5H13NO4Si at a distorted geometry, with ωB97M-V/def2-TZVPD.

Atoms and positions in Å:
C -0.612 -0.772 -0.938
C -0.590 -3.235 -1.563
C 2.207 0.615 1.120
C -1.347 -2.062 -0.930
C 0.887 0.685 0.256
N 0.017 -0.500 0.189
O -0.758 0.085 -1.840
O 0.417 3.628 1.406
O -1.414 1.899 1.970
O -0.909 2.591 -0.621
Si -0.322 2.360 0.878
H 0.231 -3.740 -1.052
H -1.172 -4.105 -1.736
H -0.114 -2.896 -2.444
H 1.749 0.399 2.123
H 2.642 1.607 1.049
H 3.041 -0.125 0.832
H -2.048 -1.907 -1.732
H -1.594 -2.364 0.128
H 1.168 0.820 -0.795
H 0.270 -1.029 1.091
H 0.559 4.372 0.841
H -1.324 1.903 2.947
H -0.983 1.771 -1.178

Atoms 1-3, force components in eV/Å:
-1.31 0.43 -0.11
1.48 -0.32 0.87
-1.39 -1.54 -0.24

Computed properties:
Kohn-Sham gap (eV): 9.1
Structure (SMILES): CCC(=O)N[C@H](C)[Si](O)(O)O
Net charge: 0
E_HOMO (eV): -8.668
Strongest force on any atom (eV Å⁻¹): 5.36

***

[6]
Computed, not measured: C5H13NO9P2Pt as an isolated structure at a distorted geometry, with ωB97M-V/def2-TZVPD.

Atoms and positions in Å:
Pt 0.826 0.080 -0.822
N 0.853 -2.191 -1.178
C 2.049 -2.836 -1.754
C 2.771 -1.988 -2.775
C 3.615 -0.813 -1.958
O 4.799 -1.029 -2.026
O 2.883 0.037 -1.423
H 0.609 -2.617 -0.291
H 0.049 -2.293 -1.790
H 1.768 -3.762 -2.266
H 2.725 -3.123 -0.948
H 2.113 -1.423 -3.434
H 3.499 -2.558 -3.343
C -3.179 1.498 1.802
C -1.741 1.792 1.492
O -1.395 3.056 1.770
P -0.533 0.499 2.130
O -0.422 0.886 3.637
O -1.274 -0.873 2.053
O 0.766 0.486 1.404
P -1.436 1.627 -0.508
O -2.696 2.335 -1.071
O -1.430 0.140 -0.704
O -0.113 2.283 -0.701
H -3.307 1.430 2.890
H -3.494 0.563 1.344
H -3.822 2.310 1.465
H -0.458 3.263 1.571
H 0.444 1.121 4.012
H -1.832 -1.156 2.797
H -2.636 3.257 -1.377

Atoms 1-3, force components in eV/Å:
0.11 -0.80 -0.17
0.01 0.77 0.13
0.12 -0.15 -0.03

Computed properties:
Kohn-Sham gap (alpha / beta) (eV): 9.9 / 6.4
Net charge: +2
Spin multiplicity: 5
E_HOMO (alpha / beta) (eV): -16.068 / -17.268
Strongest force on any atom (eV Å⁻¹): 1.87

***

[7]
Computed, not measured: C5H13NOP as an isolated structure at a distorted geometry, with ωB97M-V/def2-TZVPD.

Atoms and positions in Å:
C -0.143 0.717 1.058
C 0.302 -0.221 0.209
C -1.466 0.717 1.714
C -0.772 -1.540 -1.681
C -0.200 -1.644 -0.174
N 0.744 1.888 1.015
O 2.215 -0.897 -1.307
P 1.837 0.388 -0.457
H -1.836 -0.282 1.521
H -2.116 1.523 1.316
H -1.321 0.877 2.749
H -0.665 -2.385 -2.358
H -0.325 -0.629 -2.199
H -1.848 -1.279 -1.515
H 0.530 -2.422 -0.119
H -1.022 -1.933 0.538
H 1.224 2.156 1.855
H 2.993 0.467 0.266
H 0.260 2.840 0.751
H 3.075 -0.900 -1.624
H 1.497 1.503 -1.205

Atoms 1-3, force components in eV/Å:
0.07 0.88 -1.17
0.64 -1.38 0.83
0.30 0.16 -0.90

Computed properties:
Kohn-Sham gap (eV): 10.8
Net charge: +1
E_HOMO (eV): -14.024
Strongest force on any atom (eV Å⁻¹): 3.06

***

[8]
Computed, not measured: a 2-piece molecular cluster, C5H13NOS overall at a distorted geometry, with ωB97M-V/def2-TZVPD.

Atoms and positions in Å:
C -0.544 -0.128 2.425
C 0.811 -0.744 2.530
O 1.205 -1.636 1.848
N 1.740 -0.158 3.368
H -1.413 -0.771 2.180
H -0.255 0.785 1.926
H 2.608 -0.633 3.195
H 1.781 0.841 3.294
H -0.779 0.240 3.573
C 0.133 -0.279 -2.421
C -0.779 -0.671 -3.566
C -1.287 2.023 -1.692
S -0.497 0.546 -0.905
H 0.380 -1.295 -1.969
H 1.103 0.413 -2.615
H -0.204 -1.232 -4.238
H -1.153 0.037 -4.275
H -0.772 3.031 -1.415
H -1.296 1.960 -2.774
H -2.222 2.108 -1.218
H -1.636 -1.227 -3.195

Atoms 1-3, force components in eV/Å:
-0.42 0.81 4.78
0.13 0.32 -0.03
-0.13 -2.31 -1.30

Computed properties:
Kohn-Sham gap (eV): 9.2
Structure (SMILES): CC(N)=O.CCSC
Net charge: 0
E_HOMO (eV): -8.430
Strongest force on any atom (eV Å⁻¹): 4.87

***

[9]
Computed, not measured: one molecule with the formula C5H13NOSi at a distorted geometry, with ωB97M-V/def2-TZVPD.

Atoms and positions in Å:
C 0.953 0.633 0.013
C 1.861 1.823 0.122
C 2.582 -0.989 -0.313
C -1.663 -1.144 1.422
C -2.860 0.453 -0.960
N 1.326 -0.583 -0.132
O -0.367 0.891 -0.211
Si -1.338 -0.462 -0.332
H 1.571 2.348 0.985
H 1.580 2.362 -0.755
H 2.819 1.361 0.024
H 2.734 -1.244 -1.338
H 3.357 -0.303 0.011
H 2.661 -1.928 0.307
H -2.582 -1.663 1.524
H -0.922 -1.827 1.717
H -1.534 -0.305 2.201
H -3.793 0.136 -0.633
H -2.669 1.456 -0.596
H -2.847 0.540 -2.041
H -0.868 -1.556 -1.015

Atoms 1-3, force components in eV/Å:
0.27 -1.41 -1.24
-1.59 -1.95 -1.00
3.18 -2.58 1.64

Computed properties:
Kohn-Sham gap (eV): 10.3
Structure (SMILES): C/N=C(\C)O[SiH](C)C
Net charge: 0
E_HOMO (eV): -9.330
Strongest force on any atom (eV Å⁻¹): 5.82

***

[10]
Computed, not measured: an isolated ion of composition C5H13NP and charge +1 at a distorted geometry, with ωB97M-V/def2-TZVPD.

Atoms and positions in Å:
C 1.291 0.381 -1.787
C -1.539 0.500 1.111
C 0.276 -1.155 0.975
C -1.818 -1.502 -0.269
C 2.443 1.299 0.602
N -0.926 -0.672 0.556
P 1.825 -0.114 -0.115
H 0.317 0.936 -1.858
H 1.200 -0.549 -2.481
H -1.876 1.296 0.322
H -2.359 0.315 1.899
H -0.574 0.954 1.555
H 2.123 1.158 -1.951
H 0.623 -0.855 2.075
H 0.600 -2.240 0.814
H -2.100 -0.990 -1.139
H -1.463 -2.560 -0.451
H -2.699 -1.645 0.345
H 2.896 1.132 1.611
H 2.447 2.271 0.139

Atoms 1-3, force components in eV/Å:
-0.18 0.15 -0.76
1.61 2.64 0.82
0.84 -0.34 2.72

Computed properties:
Kohn-Sham gap (alpha / beta) (eV): 7.7 / 7.7
Net charge: +1
E_HOMO (alpha / beta) (eV): -13.161 / -13.161
Strongest force on any atom (eV Å⁻¹): 3.20

***

For the records above, the corresponding ΔE to the lowest compared entry with this formula, charge and spin values read 123.0; 80.2; 45.7; 18.6; 0.0; 0.0; 6.2; 38.9; 31.1; 65.2 kcal per mole.